1.
C43H43GaN6OS3Se as an isolated structure at a distorted geometry, computed with ωB97M-V with the def2-TZVPD basis set.

```
98
Properties=species:S:1:pos:R:3:forces:R:3:mulliken_charge:R:1
C 15.241827 14.262318 5.656320 -0.6 -0.7 1.9 -0.331
H 13.492240 15.612111 12.309654 0.1 -0.3 -0.3 0.427
H 12.884562 7.544817 9.998501 -0.1 0.5 -0.1 0.507
N 10.145075 11.025408 11.472108 -1.3 -0.2 -0.6 0.321
H 13.524070 16.675500 10.220805 -0.2 0.6 -0.1 0.969
C 8.118781 13.409969 9.727581 -1.0 -0.7 -1.1 -1.138
H 7.717934 7.165717 10.466071 -0.1 0.1 -0.4 0.425
C 14.191014 15.840840 10.253044 -0.8 -0.9 0.6 -1.155
H 17.058361 13.403536 5.034286 0.4 -0.2 -0.2 0.386
S 16.921282 10.233406 9.220697 -0.3 -0.1 -0.2 -0.132
C 9.175234 10.153140 10.941756 0.2 -0.1 0.0 0.288
H 18.478989 9.376916 7.505057 -1.0 0.2 0.2 0.500
H 15.525029 7.815281 10.826539 -0.4 0.6 0.7 0.470
H 11.771634 16.478347 9.807922 0.1 -0.3 -0.6 0.069
H 9.566845 14.241585 5.775732 0.3 -0.1 -0.3 0.322
H 8.259096 13.409541 8.650142 0.2 -0.2 -0.3 0.428
C 17.402903 9.456802 7.762489 0.5 -0.1 0.3 -0.649
H 15.244066 15.015399 4.925464 0.3 1.0 -1.2 0.606
C 9.666339 15.602334 7.301579 1.2 0.2 0.5 -0.794
H 14.159831 8.694018 7.417891 0.5 0.6 0.4 0.536
S 11.911032 10.735344 8.584223 -1.2 0.1 -0.9 0.649
H 14.772997 14.748688 6.540437 0.5 -0.2 -0.3 -0.113
H 16.194189 12.016037 7.040576 0.5 0.0 -0.3 -0.717
C 20.297448 15.047721 10.704341 -0.4 -0.2 -0.4 -0.565
C 15.171811 8.153203 12.988507 -0.4 0.5 -0.6 -0.891
C 16.332854 8.918195 7.111944 0.1 0.5 0.8 -0.882
C 11.593423 15.885973 8.897140 0.3 0.3 1.1 -0.779
C 8.333969 10.950180 10.175926 -0.7 -0.6 -0.1 0.899
C 7.060660 9.070442 9.537704 -0.2 -2.3 -0.4 -0.641
C 14.215524 10.282185 9.960137 -1.5 0.2 -0.1 1.756
N 8.745563 12.252023 10.311966 0.5 0.5 0.0 0.357
H 17.224463 14.714595 6.212176 0.5 0.4 -0.2 0.444
C 15.133082 14.197500 12.045038 1.0 -0.1 -0.2 -0.667
H 16.469895 8.343738 6.223413 -0.2 -0.2 -0.5 0.448
H 14.839634 12.495513 4.490805 -0.6 0.5 0.4 0.483
C 10.373485 16.226536 8.359118 -0.9 -0.1 -0.3 -0.696
C 12.406159 8.397340 9.513939 -0.6 0.0 -0.4 -0.457
C 14.626015 9.130730 13.768648 0.0 0.2 -0.5 -0.634
H 10.796949 10.735825 12.184886 0.3 0.5 -0.2 0.215
C 7.908792 8.225305 10.326972 -0.5 0.9 -0.1 -0.574
C 17.637201 13.842143 9.217576 -2.1 -0.6 1.0 1.934
H 15.599935 7.199377 13.241958 0.0 0.0 0.7 0.432
C 19.329871 15.138809 11.719409 -0.8 -0.9 -1.0 -0.728
H 8.650172 15.904724 7.075709 0.2 0.2 -0.1 0.413
C 9.854980 12.319174 11.080562 0.8 -0.3 1.2 -0.547
H 19.747779 15.499659 12.627572 -0.2 0.4 0.9 0.377
C 12.578328 14.845577 8.709965 -1.0 0.4 -0.4 0.889
C 11.445624 13.853071 6.696425 -1.6 0.4 -1.0 0.589
H 13.466077 13.638280 4.671488 0.1 -0.3 0.1 0.309
H 21.320086 15.387507 10.847846 -0.3 0.1 0.4 0.322
H 15.787182 14.404523 12.898472 -0.3 -0.4 0.1 0.586
Ga 14.801066 13.151130 9.196414 0.0 0.2 0.2 -1.556
C 18.969758 13.843210 8.859941 0.7 1.1 1.3 -1.450
H 6.270145 8.571514 8.913239 0.7 0.7 0.9 0.302
C 16.891903 12.860089 7.117109 -1.2 -0.5 0.6 -0.238
C 16.671722 13.820651 5.956294 -0.1 0.4 0.4 -1.329
H 9.994271 9.694941 7.469664 0.0 -0.3 0.3 0.542
H 15.126654 16.147601 9.832805 0.6 0.1 -0.5 0.116
H 17.521482 14.754380 12.633001 -0.6 0.2 1.2 0.392
C 14.423485 15.519679 11.727416 -0.4 0.6 0.8 -0.455
H 17.884349 12.441836 7.183263 0.3 -0.2 -0.6 0.825
H 15.045810 16.346305 12.131518 -0.2 -0.3 -0.3 0.323
N 15.926220 13.825997 10.860714 0.3 0.2 -0.2 -0.151
C 12.861137 9.673303 9.444679 2.1 0.5 1.7 -0.758
H 12.831089 11.833549 5.992196 0.2 -0.4 0.1 0.594
S 14.060819 10.462689 12.782676 0.2 -0.4 0.0 -0.002
C 11.214135 8.312443 8.747103 -1.0 -1.8 -1.1 -0.947
C 15.107439 8.493912 11.607992 0.7 -0.9 -1.4 0.008
C 15.223573 9.879799 8.954177 1.7 -0.6 -1.2 -0.142
O 14.065765 11.667617 10.074823 0.2 -0.1 0.0 0.696
H 8.613137 14.292055 10.075368 0.0 0.5 0.6 0.228
H 14.455432 11.506237 6.589406 0.3 -0.7 -0.1 0.127
C 10.239572 14.606187 6.546059 0.1 -0.9 0.7 -0.716
C 7.266897 10.416988 9.439291 0.4 0.5 0.4 -0.594
N 16.592883 13.401614 8.447807 1.4 0.7 0.3 1.300
H 11.522113 13.096687 5.932067 0.0 0.0 -0.2 0.366
C 20.094010 14.421783 9.504878 -0.1 -0.6 -0.2 -0.871
C 18.006933 14.680816 11.710151 2.0 0.6 -1.2 -1.133
H 9.657089 8.132477 11.533552 0.4 -0.4 0.6 0.438
C 14.292275 13.160186 5.217289 0.8 -0.3 -1.3 -1.106
H 6.607380 11.043896 8.858871 0.0 0.1 -0.1 0.454
N 13.656510 14.740450 9.440304 0.4 0.5 0.2 0.547
C 15.088773 9.159644 7.792682 0.0 -0.5 -0.4 -0.291
C 14.553650 9.693994 11.294329 -0.2 -0.3 1.6 -0.672
N 13.545103 13.039916 7.538250 0.0 0.4 0.5 0.362
H 7.016962 13.369179 9.863285 0.7 0.2 0.4 0.347
C 10.818447 9.468845 8.137277 0.6 0.4 0.4 -0.555
H 21.027363 14.278095 8.973853 -0.1 0.1 -0.4 0.307
C 13.767871 12.281325 6.335650 -0.8 0.3 0.1 -0.754
H 19.250058 13.453875 7.932928 0.1 -0.5 -1.4 0.502
C 8.969744 8.761482 11.027785 -0.2 1.3 -0.5 -0.947
H 14.559392 9.186800 14.849570 0.0 0.0 -0.2 0.456
C 12.486153 13.836521 7.605477 0.9 0.8 1.0 0.047
C 17.189203 14.155547 10.661789 -0.9 -0.6 -0.7 1.113
H 14.484680 13.350629 12.325630 0.0 0.5 -0.4 -0.332
H 10.703358 7.340339 8.538482 0.4 1.0 0.4 0.345
H 9.823997 17.068150 8.849445 0.7 -0.8 -0.3 0.255
Se 10.755101 13.843550 11.624132 -0.2 -0.7 -0.1 -0.255
```
Forces are in eV/Å.

The net charge is 0. As for the multiplicity: 1. For the electronic energy, the calculation gives -7588.91962 Eh. As for the HOMO energy: -7.015 eV.

2.
C43H44BrN2P2RbS4Te as an isolated structure at a distorted geometry, computed with ωB97M-V with the def2-TZVPD basis set.

```
98
Properties=species:S:1:pos:R:3:forces:R:3:mulliken_charge:R:1
C 3.208115 4.812207 -1.211684 0.0 0.0 0.0 -0.721
C 3.187238 3.472522 -1.589278 0.1 0.0 0.0 0.094
C -0.005912 -0.512255 -7.114975 0.1 0.1 0.1 -0.621
H -2.076063 3.086684 2.341649 0.1 0.0 -0.1 0.201
C 5.920607 0.952877 -6.389741 0.0 -0.2 -0.1 -0.543
S -0.828823 0.108569 3.494101 0.0 0.0 0.0 0.100
H -0.740448 -1.149121 -7.594666 0.0 0.0 0.0 0.408
H 3.210574 3.182048 -2.637965 0.1 0.0 0.2 0.628
H 3.159131 -3.205165 2.938730 0.0 0.0 0.0 0.547
C 5.347007 -0.959749 -7.479346 0.0 0.2 0.1 -0.335
H 1.972394 0.025085 4.366909 0.0 0.0 0.0 0.439
H 2.949346 -2.985559 1.209623 0.0 0.0 0.0 0.279
C -1.223936 1.809169 -2.603657 0.0 0.1 -0.1 -0.691
H 1.582270 -4.878395 2.089417 0.0 0.0 0.0 0.514
H -0.198180 -2.116350 4.080499 0.0 0.0 0.0 -0.372
C 7.274060 0.881945 -1.270052 -0.1 0.1 0.0 -0.639
C 1.884051 1.099335 -5.873294 0.0 0.0 -0.1 -0.071
H 7.021333 -1.977653 0.526152 0.0 0.0 0.0 0.418
H 5.217489 1.210357 -4.366147 0.0 0.0 0.0 0.336
C 6.716246 -1.088167 -0.014155 0.0 0.1 0.0 -0.564
C 1.811467 1.052323 -7.261450 0.0 0.0 0.1 -0.814
H 2.215952 -1.686933 4.669458 0.0 0.0 0.0 0.446
C -1.584341 5.095926 1.793105 0.0 -0.1 0.1 -0.633
H 1.480013 3.342205 -3.934290 -0.2 0.0 0.0 0.212
C 0.003425 5.246451 0.007839 -0.1 0.0 -0.1 -0.747
S 2.109057 -1.143811 2.342401 0.2 0.1 0.1 0.441
H 0.820234 0.202409 -8.968788 0.0 0.0 0.1 0.383
C 4.646669 -1.435998 -6.376372 0.1 0.0 -0.1 -0.480
C 7.673952 -0.253763 -0.576814 0.0 0.0 0.0 -0.498
C 5.922565 1.180976 -1.400837 0.1 0.0 -0.1 -0.488
C 5.256389 0.563194 -5.235001 0.1 0.1 -0.2 0.059
N 5.976522 0.217076 -7.508513 -0.1 0.0 0.3 -0.668
C 2.440880 -2.910371 2.173456 -0.2 0.0 0.0 -1.014
C 4.950209 0.343007 -0.858447 0.0 0.0 -0.1 0.251
Te 3.515783 -1.301782 -3.542985 0.1 0.4 0.2 0.273
C 5.367201 -0.786591 -0.157609 0.0 0.1 0.0 0.050
H 6.434302 1.909808 -6.422856 0.0 0.0 0.0 0.365
H 8.728829 -0.488200 -0.476024 -0.1 0.0 0.0 0.367
N -0.725941 3.094376 0.777831 0.1 0.1 0.0 0.464
C 3.149237 2.466252 -0.626662 -0.1 0.0 0.0 0.552
C -0.812059 5.857144 0.934181 0.0 0.1 0.0 -0.199
C 0.473833 3.211823 -3.544492 0.0 0.0 0.0 -0.235
H 8.017529 1.540014 -1.707617 -0.1 0.0 0.0 0.404
H 4.124249 -2.385538 -6.433404 0.0 0.1 0.0 0.349
H -2.399369 4.954311 -3.054154 0.0 0.0 0.0 0.420
H 3.082093 4.431470 2.154060 0.0 0.0 0.0 0.434
C 1.637897 -0.972969 4.081434 -0.1 0.0 -0.1 -1.423
H -3.022720 -0.167408 4.430893 -0.1 0.0 0.0 0.471
H -3.131286 2.736718 -2.228261 0.0 0.0 0.0 0.455
H -4.267049 -0.942928 2.465874 -0.1 0.0 0.0 0.481
S 0.025840 -3.492108 0.904253 0.0 0.0 0.0 0.046
H -1.369199 -3.230168 2.822354 0.0 0.0 0.0 -0.404
C 3.116260 4.164020 1.103614 0.1 -0.1 -0.1 -0.510
P 3.139153 0.666672 -1.059559 0.9 0.2 -0.5 0.093
C -2.470929 -0.648704 3.623619 0.0 0.1 -0.1 -0.856
C -1.513978 -3.680599 1.842205 0.0 0.0 -0.1 0.105
H 4.619168 -1.441182 0.271876 0.0 0.0 0.0 0.177
C 1.018157 0.341098 -5.088587 0.0 -0.1 0.0 0.737
H -2.342114 -1.695724 3.896437 0.0 0.0 0.0 0.453
Br -0.867550 7.740205 1.038755 0.0 0.1 0.0 -0.176
S -2.540046 -1.242529 0.842266 -0.3 -0.1 0.0 0.237
H 5.620416 2.070695 -1.942129 0.0 0.0 0.0 0.206
C 1.235480 -3.852392 2.209255 0.1 0.1 0.0 -0.809
C 2.867104 0.686182 -2.888186 -0.2 -0.7 0.1 -0.809
H 0.647463 3.358153 -0.750975 -0.1 0.0 0.0 0.866
C -2.688097 -3.025421 1.118977 0.1 0.0 0.1 -1.157
C 0.077227 1.953734 -3.081414 0.1 0.0 0.0 0.872
H 3.251405 5.587907 -1.970403 0.0 -0.1 0.0 0.433
H 2.510316 1.630678 -7.857374 0.0 0.0 0.1 0.418
H -1.550724 0.827298 -2.271725 -0.1 0.0 0.0 0.789
C 0.074828 -0.466435 -5.725706 0.0 0.1 0.0 -0.662
C 3.096293 2.826676 0.722014 0.1 0.1 0.0 -0.976
C -0.409421 4.282714 -3.534318 0.0 -0.1 0.1 -0.824
H 3.053674 2.044239 1.478050 0.0 0.1 0.0 0.379
H 3.184215 6.205978 0.427508 0.0 -0.1 0.0 0.386
P 1.074165 0.374415 -3.235908 0.0 0.1 -0.6 -0.266
C 0.011257 3.859655 -0.031668 -0.2 -0.1 0.2 -0.444
C -3.271547 -0.520940 2.328344 0.1 0.0 0.0 -0.844
H -0.591725 -1.074133 -5.122198 0.0 0.0 0.0 0.331
H 0.723585 -3.790076 3.169854 0.0 0.0 0.0 0.343
H -3.400799 0.531369 2.067346 0.0 0.0 0.0 0.294
C -1.496740 3.720339 1.673780 0.1 -0.2 -0.1 -0.404
H -3.613390 -3.210899 1.666510 0.0 0.0 0.0 0.419
C 3.174528 5.161101 0.134214 0.1 -0.1 0.0 -0.755
H 2.649055 1.695991 -5.388156 0.0 0.0 0.0 0.270
H -2.226162 5.552622 2.534372 0.0 0.0 0.0 0.424
H -2.807947 -3.461430 0.126714 0.0 0.0 0.0 0.463
C 0.150612 -1.130768 4.384733 0.1 0.1 0.0 -0.012
H 5.386272 -1.547673 -8.392638 0.0 0.0 0.0 0.361
H -1.722264 -4.742232 1.979454 0.0 0.0 0.0 0.456
H -0.090775 5.250652 -3.906501 0.0 0.0 0.0 0.437
H -0.018801 -1.021697 5.456664 0.0 0.0 0.0 0.494
C -1.711604 4.116156 -3.059845 0.1 0.0 0.0 -0.495
H 0.618795 5.818749 -0.672022 -0.1 -0.1 0.0 0.782
C 4.597239 -0.657543 -5.228465 0.0 0.0 0.0 0.205
Rb 0.260327 0.029318 -0.177488 -0.6 0.1 0.6 1.296
C 0.866672 0.247448 -7.886062 0.0 0.0 0.1 -0.604
C -2.121215 2.875512 -2.595717 0.1 0.0 0.0 -0.849
```
Forces are in eV/Å.

The net charge is 0. As for the multiplicity: 1. For the electronic energy, the calculation gives -6915.99900 Eh. As for the HOMO energy: -5.984 eV.

Energy relative to the best compared isomer or geometry (same formula, charge and spin)
In order: 1.3906, 1.1261
Unit: eV